C18H17AuN3O7 as an isolated structure, computed with ωB97M-V/def2-TZVPD.

Last column: Mulliken charge in e.
Element x y z (Å)
1 Au -0.02 -1.36 0.25  0.642
2 O 2.48 -1.82 2.05  -0.683
3 C 2.43 -1.00 3.12  -0.040
4 C 3.55 -0.24 3.44  -0.507
5 C 3.53 0.60 4.53  -0.437
6 C 2.41 0.67 5.35  -0.508
7 C 1.28 -0.05 5.01  -0.495
8 C 1.27 -0.88 3.90  0.863
9 C -0.05 -1.42 3.36  0.415
10 O -1.08 -0.84 3.72  -0.822
11 O 0.03 -2.31 2.46  -0.907
12 H 1.59 -2.27 2.02  0.469
13 H 4.40 -0.29 2.78  0.424
14 H 4.39 1.22 4.74  0.384
15 H 2.41 1.32 6.21  0.384
16 H 0.38 0.03 5.60  0.434
17 O -1.79 -3.74 -2.61  -0.678
18 C -1.31 -2.68 -2.24  0.319
19 O -0.31 -2.56 -1.46  -0.638
20 C -1.89 -1.40 -2.86  0.367
21 C -1.85 -0.17 -2.22  -0.600
22 C -2.34 0.99 -2.82  -1.275
23 C -2.87 0.86 -4.08  1.087
24 O -3.42 1.83 -4.89  -0.493
25 C -3.78 1.17 -6.08  -0.225
26 O -3.53 -0.20 -5.96  -0.484
27 C -2.93 -0.37 -4.73  0.914
28 C -2.45 -1.51 -4.14  -1.015
29 H -1.44 -0.12 -1.22  0.563
30 H -2.31 1.94 -2.32  0.439
31 H -3.18 1.59 -6.91  0.236
32 H -4.84 1.34 -6.29  0.221
33 H -2.49 -2.48 -4.62  0.500
34 N -0.18 1.14 2.15  0.097
35 C 0.44 2.24 2.60  -0.249
36 C 1.48 2.51 1.74  -0.915
37 C 1.44 1.47 0.80  -0.419
38 N 0.44 0.65 1.08  -0.163
39 H -0.86 0.55 2.65  0.408
40 H 0.11 2.73 3.49  0.510
41 H 2.17 3.32 1.77  0.386
42 H 2.07 1.30 -0.05  0.468
43 N 1.88 -0.28 -2.46  -0.810
44 H 2.11 -0.69 -1.55  0.225
45 H 1.05 0.29 -2.32  0.299
46 H 1.58 -1.07 -3.02  0.307

Energy in Eh: -1522.86007
Charge: -1
E_LUMO in eV: 2.66
Energy above the lowest of the compared OMol25 structures with the same formula, charge and spin in kcal/mol: 17.8

---

C18H17BrN2O5RhS as an isolated structure, computed with ωB97M-V/def2-TZVPD.

Last column: Löwdin spin population.
Element x y z (Å)
1 Rh -0.19 -0.16 1.12  2.732
2 Br 2.67 -0.13 0.91  0.125
3 C 2.85 -0.05 2.81  0.003
4 C 4.11 -0.02 3.33  0.019
5 C 4.27 0.04 4.73  -0.005
6 C 3.17 0.08 5.55  0.020
7 C 1.87 0.05 5.01  0.009
8 C 0.72 0.09 5.85  0.065
9 C -0.54 0.08 5.34  0.013
10 C -0.73 0.01 3.94  0.123
11 C 0.36 -0.04 3.10  0.279
12 C 1.69 -0.02 3.61  0.055
13 H 4.98 -0.04 2.69  0.002
14 H 5.27 0.07 5.15  -0.001
15 H 3.29 0.12 6.62  0.001
16 H 0.87 0.15 6.92  0.003
17 H -1.40 0.13 5.99  0.000
18 H -1.74 0.02 3.54  0.013
19 C -3.83 -1.68 1.48  0.001
20 C -3.49 -0.51 0.62  0.015
21 N -2.31 0.06 0.49  0.107
22 C -2.44 1.08 -0.42  0.007
23 C -3.73 1.14 -0.85  0.001
24 N -4.37 0.13 -0.18  0.005
25 C -4.51 1.97 -1.81  0.000
26 O -3.85 2.92 -2.45  0.001
27 O -5.68 1.74 -1.95  0.001
28 C -1.23 1.84 -0.80  0.015
29 O -1.27 2.73 -1.63  0.021
30 O -0.15 1.44 -0.19  0.200
31 H -2.97 -1.94 2.09  0.000
32 H -4.11 -2.54 0.88  0.000
33 H -4.67 -1.44 2.13  0.000
34 H -5.36 -0.05 -0.30  0.001
35 H -2.89 2.94 -2.20  0.001
36 C -0.36 -3.97 -1.69  0.008
37 S -0.67 -2.26 -1.27  0.013
38 C 0.61 -1.47 -2.23  0.001
39 O -0.19 -2.18 0.18  0.143
40 H 0.67 -4.23 -1.45  0.000
41 H -0.56 -4.09 -2.76  0.001
42 H -1.05 -4.56 -1.10  0.000
43 H 0.39 -1.61 -3.29  0.000
44 H 1.58 -1.88 -1.96  0.000
45 H 0.56 -0.40 -2.00  0.000

Energy in Eh: -4264.31124
Charge: +1
E_LUMO (alpha / beta) in eV: -2.73 / -6.03
2S+1: 5
Energy above the lowest of the compared OMol25 structures with the same formula, charge and spin in kcal/mol: 5.1
<S²>: 6.0171

---

C18H17Cl2N3OS in the gas phase, computed with ωB97M-V/def2-TZVPD.

Last column: Mulliken charge in e.
Element x y z (Å)
1 N -0.10 0.72 -5.90  -0.444
2 C 0.65 -0.05 -5.64  0.286
3 C 1.80 -1.02 -5.36  -0.824
4 H 1.39 -2.00 -5.42  0.382
5 H 2.27 -0.98 -6.50  0.320
6 C 2.65 -0.57 -4.37  -0.342
7 N 2.09 -1.03 -3.22  0.112
8 C 0.82 -0.59 -2.67  -0.590
9 C 0.19 -1.34 -1.54  -0.640
10 N 1.08 -1.35 -0.41  0.105
11 C 1.19 -0.92 0.87  0.518
12 S 2.16 -1.28 1.98  -0.499
13 C -0.27 0.09 1.01  -0.427
14 C -0.55 1.15 0.48  0.150
15 C -1.62 1.66 1.25  -0.641
16 C -1.42 1.14 2.38  0.333
17 C -2.36 1.35 3.62  0.271
18 C -3.38 2.10 3.59  -0.206
19 C -4.17 2.15 4.92  0.377
20 C -3.67 1.73 6.00  -0.340
21 C -2.68 0.79 5.99  -0.522
22 C -1.68 0.70 4.87  0.107
23 Cl -0.37 -0.35 5.12  -0.124
24 H -2.18 0.53 6.96  0.273
25 H -4.39 1.55 6.95  0.219
26 Cl -5.60 3.23 4.78  -0.223
27 H -3.85 2.55 2.61  0.236
28 O -0.54 -0.06 2.45  -0.265
29 H -2.05 2.72 0.99  0.272
30 H -0.37 1.57 -0.57  0.401
31 C 2.36 -2.18 -0.76  -0.761
32 H 1.97 -3.19 -1.21  0.315
33 C 3.00 -1.33 -1.93  -0.868
34 H 3.23 -0.30 -1.71  0.475
35 H 3.82 -1.87 -2.39  0.385
36 H 3.14 -2.21 0.17  0.323
37 H -0.17 -2.38 -1.84  0.227
38 H -0.55 -0.52 -1.14  0.288
39 H 1.17 0.53 -2.31  0.287
40 H 0.35 -0.41 -3.50  0.279
41 H 3.64 -0.90 -4.34  0.429
42 H 3.03 0.57 -4.26  0.346

Energy in Eh: -2253.70468
Charge: 0
E_LUMO in eV: 0.25
Energy above the lowest of the compared OMol25 structures with the same formula, charge and spin in kcal/mol: 309.8

---

C18H17ClN2O6 in the gas phase, computed with ωB97M-V/def2-TZVPD.

Last column: Mulliken charge in e.
Element x y z (Å)
1 C 5.05 0.86 -0.20  -1.503
2 C 3.59 1.06 0.05  0.649
3 C 2.91 0.29 0.98  -0.537
4 C 1.54 0.45 1.20  -0.551
5 C 0.81 1.41 0.47  0.907
6 C 1.51 2.18 -0.46  -0.864
7 C 2.86 2.00 -0.67  -0.592
8 H 3.36 2.61 -1.40  0.432
9 H 0.97 2.91 -1.03  0.567
10 N -0.55 1.56 0.66  0.022
11 C -1.39 2.47 0.11  0.677
12 O -1.09 3.39 -0.61  -0.649
13 C -2.85 2.20 0.54  -0.894
14 H -3.53 2.74 -0.13  0.488
15 H -3.00 2.55 1.57  0.291
16 O -3.11 0.81 0.50  -0.242
17 C -3.95 0.36 -0.43  0.630
18 O -4.61 1.05 -1.16  -0.605
19 C -3.99 -1.17 -0.45  -0.523
20 O -2.85 -1.79 0.08  -0.498
21 C -1.64 -1.58 -0.51  0.849
22 C -1.43 -0.76 -1.61  -0.638
23 C -0.15 -0.61 -2.14  -0.924
24 C 0.90 -1.29 -1.57  0.269
25 C 0.70 -2.12 -0.48  -0.642
26 C -0.56 -2.28 0.06  0.932
27 C -0.81 -3.15 1.25  -1.657
28 H -1.52 -3.93 1.00  0.448
29 H 0.12 -3.60 1.60  0.385
30 H -1.24 -2.56 2.06  0.308
31 H 1.54 -2.65 -0.04  0.343
32 Cl 2.49 -1.11 -2.22  -0.189
33 H 0.01 0.03 -2.99  0.446
34 H -2.24 -0.23 -2.08  0.450
35 H -4.18 -1.49 -1.49  0.345
36 H -4.82 -1.50 0.18  0.365
37 H -0.95 0.88 1.32  0.300
38 N 0.96 -0.41 2.17  1.324
39 O 1.64 -1.30 2.64  -0.677
40 O -0.21 -0.23 2.51  -0.749
41 H 3.43 -0.46 1.56  0.478
42 H 5.19 0.31 -1.13  0.254
43 H 5.56 1.82 -0.30  0.401
44 H 5.51 0.30 0.60  0.372

Energy in Eh: -1717.21763
Charge: 0
E_LUMO in eV: -0.81

---

An isolated ion of composition C18H17ClNO4 and charge -1, computed with ωB97M-V/def2-TZVPD.

Last column: Mulliken charge in e.
Element x y z (Å)
1 C 1.18 -2.09 -5.25  -1.077
2 C 0.54 -2.15 -3.90  -0.267
3 O 1.56 -1.71 -2.97  -0.123
4 C 1.11 -1.59 -1.72  0.008
5 C 2.21 -1.12 -0.73  0.633
6 C 1.87 -1.44 0.73  0.020
7 C 0.69 -2.05 1.15  -0.798
8 C 0.45 -2.23 2.52  0.211
9 Cl -1.00 -3.02 3.00  -0.257
10 C 1.40 -1.83 3.47  -0.567
11 C 2.63 -1.32 3.04  -0.677
12 C 2.87 -1.18 1.67  -0.772
13 O -0.06 -1.87 -1.50  -0.683
14 H 0.42 -2.15 -6.04  0.383
15 H 1.76 -1.17 -5.39  0.232
16 H 1.86 -2.93 -5.38  0.281
17 H -0.33 -1.50 -3.83  0.308
18 H 0.28 -3.18 -3.62  0.237
19 H 3.06 -1.79 -0.95  0.556
20 H -0.05 -2.35 0.42  0.719
21 H 1.19 -1.98 4.53  0.377
22 H 3.40 -1.03 3.76  0.357
23 H 3.86 -0.87 1.32  0.708
24 C 2.79 0.26 -0.95  0.892
25 C 2.76 0.63 -2.41  -1.415
26 N 3.60 -0.12 -3.19  1.125
27 O 3.60 -0.02 -4.45  -0.838
28 O 4.37 -0.92 -2.61  -0.785
29 C 2.32 1.47 -0.08  -0.052
30 C 3.03 1.82 1.09  -0.033
31 C 2.56 2.81 1.95  -0.607
32 C 1.44 3.57 1.58  -0.481
33 C 0.86 3.38 0.31  -0.564
34 C 1.33 2.34 -0.53  -0.644
35 H 3.84 0.15 -0.69  0.491
36 H 2.41 1.58 -2.79  0.352
37 H 3.97 1.31 1.31  0.372
38 H 3.07 3.01 2.89  0.359
39 H 1.04 4.34 2.25  0.350
40 H 0.07 4.03 -0.04  0.360
41 H 0.94 2.24 -1.54  0.307

Energy in Eh: -1511.95951
Charge: -1
E_LUMO in eV: 2.83

---

C18H17ClNO6RhS as an isolated structure, computed with ωB97M-V/def2-TZVPD.

Last column: Mulliken charge in e.
Element x y z (Å)
1 Rh 1.38 -0.57 -0.06  0.644
2 O 0.03 4.97 -1.86  -0.517
3 C 0.41 3.74 -1.44  1.074
4 C 1.41 3.02 -2.08  -0.494
5 C 1.74 1.78 -1.57  -0.055
6 N 1.13 1.36 -0.48  -0.509
7 C 0.11 1.97 0.11  0.716
8 C -0.28 3.21 -0.34  -0.526
9 C -0.54 1.08 1.20  -0.063
10 O -1.58 1.43 1.70  -0.702
11 O 0.10 -0.02 1.47  -0.409
12 C 2.72 0.74 -2.20  0.440
13 O 3.36 1.07 -3.16  -0.675
14 O 2.75 -0.43 -1.61  -0.503
15 H 0.56 5.24 -2.61  0.305
16 H 1.91 3.37 -2.98  0.457
17 H -1.10 3.73 0.12  0.588
18 O -0.69 -0.60 -1.18  -0.360
19 S -1.95 -1.38 -1.45  0.050
20 C -2.79 -1.51 0.17  -0.061
21 C -4.15 -0.84 0.04  -0.797
22 C -3.91 0.39 -0.83  -0.335
23 C -3.14 -0.12 -2.04  -0.692
24 H -2.14 -0.94 0.84  -0.055
25 H -2.82 -2.55 0.49  0.451
26 H -4.55 -0.59 1.02  0.350
27 H -4.86 -1.51 -0.46  0.313
28 H -3.31 1.11 -0.28  0.081
29 H -4.84 0.87 -1.14  0.383
30 H -2.51 0.62 -2.54  0.387
31 H -3.78 -0.59 -2.78  0.398
32 Cl -0.21 -3.47 2.17  -0.224
33 C 1.25 -2.56 2.26  0.796
34 C 1.66 -2.07 3.45  -0.606
35 C 2.85 -1.30 3.53  -0.390
36 C 3.60 -1.06 2.41  -1.060
37 C 3.19 -1.57 1.16  0.366
38 C 2.00 -2.34 1.06  -0.182
39 C 1.55 -2.64 -0.26  -0.841
40 H 1.07 -2.24 4.34  0.442
41 H 3.16 -0.92 4.49  0.391
42 H 4.52 -0.50 2.48  0.434
43 H 3.82 -1.47 0.29  0.433
44 H 0.59 -3.13 -0.42  0.311
45 H 2.29 -2.75 -1.04  0.247

Energy in Eh: -2171.25940
Charge: 0
E_LUMO in eV: -0.85
Energy above the lowest of the compared OMol25 structures with the same formula, charge and spin in kcal/mol: 16.4

---

Looking at largest force on an atom for the records above, in order, we have 0.025 0.015 0.329 0.028 0.053 0.023 hartree/bohr.